1.
The following is a quantum chemistry calculation of C8H24Be2N2O14 as an isolated structure in a non-equilibrium geometry, from the Open Molecules 2025 dataset.

Its gap between HOMO and LUMO is 1.44 eV. For the molar mass, the calculation gives 390.3 Da. Its electronic energy is -1509.94385 a.u. As for the energy relative to the best compared isomer or geometry (same formula, charge and spin): 276.7 kcal/mol.

```
! RIJCOSX wB97M-V def2-TZVPD def2/J DEFGRID3
* xyz 2 1
Be -10.0083 -23.3830 -6.6531
Be -9.0895 -23.1892 2.8653
N -13.4875 -19.7077 -8.5486
O -13.6153 -19.9365 -9.7098
O -14.1451 -18.8330 -7.9807
O -12.7972 -20.3713 -7.8031
N -9.8464 -19.8436 -1.9699
O -9.7574 -18.6291 -2.1396
O -9.5756 -20.2689 -0.8584
O -10.2918 -20.6334 -2.8547
C -9.4974 -17.3878 5.1943
C -8.4896 -17.6837 6.2527
O -7.9191 -16.5273 7.0107
O -9.7477 -18.7393 4.6550
H -8.9563 -16.7192 4.5248
H -10.5158 -17.0021 5.2414
H -7.7111 -18.3490 5.8792
H -9.0117 -18.1906 7.0642
H -7.0124 -16.5532 7.3252
H -10.3371 -18.5004 3.9358
C -11.9570 -12.6230 -3.3982
C -12.9657 -11.6009 -3.8739
O -13.5449 -11.9421 -5.1473
O -12.6122 -13.9456 -3.5572
H -11.7307 -12.3034 -2.3810
H -11.1553 -12.3640 -4.0898
H -12.4502 -10.6407 -3.8593
H -13.5763 -11.4304 -2.9872
H -13.6628 -11.1187 -5.6266
H -11.9946 -14.6041 -3.2306
C -6.0534 -15.4103 -0.1496
C -6.3256 -13.9162 -0.2969
O -6.3808 -13.1963 0.8798
O -4.7610 -15.5762 0.4126
H -6.0213 -15.8842 -1.1307
H -6.8335 -15.9268 0.4096
H -7.3076 -13.7562 -0.7419
H -5.5466 -13.4589 -0.9070
H -5.5924 -13.4428 1.3690
H -4.6676 -16.3457 0.9790
C -17.5133 -20.4968 -1.8305
C -16.4522 -19.9689 -2.7999
O -15.9942 -18.7166 -2.3977
O -18.7009 -19.7134 -1.7039
H -17.0210 -20.8131 -0.9109
H -17.9628 -21.4426 -2.1330
H -16.7847 -19.9846 -3.8378
H -15.5568 -20.5887 -2.7539
H -15.3557 -18.8876 -1.7015
H -18.4663 -18.8936 -1.2630
*
```

---

2.
The following is a quantum chemistry calculation of C8H24Be3NO11 as an isolated structure in a non-equilibrium geometry, from the Open Molecules 2025 dataset.

Its gap between HOMO and LUMO (spin up / spin down) is 5.36 / 5.36 eV. For the molar mass, the calculation gives 337.3 Da. Its electronic energy is -1242.19996 a.u. The expectation value of S² is 0.754.

```
! RIJCOSX wB97M-V def2-TZVPD def2/J DEFGRID3
* xyz 6 2
Be 9.9461 18.1875 6.0090
Be 6.2300 14.8774 3.6171
Be 8.3843 20.9946 0.9266
N 7.2178 18.5520 3.3493
O 6.4136 17.6409 3.2027
O 7.9410 18.6028 4.3232
O 7.3874 19.3231 2.3990
C 6.1222 23.1792 -0.2099
C 6.2587 23.3056 1.3161
O 6.1790 22.0134 1.9063
O 7.3198 22.5953 -0.7141
H 6.1077 24.1516 -0.7022
H 5.2389 22.5695 -0.3995
H 5.5981 24.1381 1.5580
H 7.2406 23.6497 1.6412
H 5.2369 21.8390 1.8454
H 7.4502 22.7884 -1.6454
C 4.7148 15.0418 0.5495
C 6.3119 15.3072 0.4383
O 6.9450 14.3747 1.3354
O 4.1592 15.2224 1.8882
H 4.3772 14.0678 0.1951
H 4.0729 15.7254 -0.0061
H 6.5613 16.3557 0.6012
H 6.6966 15.0537 -0.5496
H 7.8812 14.3139 1.1318
H 3.5375 14.4969 1.9817
C 2.3773 20.0405 0.8158
C 3.3333 18.9646 0.4399
O 4.7156 19.1477 0.7794
O 2.3302 20.0416 2.1507
H 1.3604 20.0814 0.4254
H 2.7531 20.9876 0.4286
H 3.2530 18.8012 -0.6348
H 3.1681 17.9643 0.8401
H 4.7799 18.6823 1.6166
H 1.4544 20.2461 2.4865
C 9.2890 21.4968 6.6701
C 8.3711 20.8907 7.6587
O 8.9203 19.5839 7.9542
O 9.4169 20.6719 5.5738
H 10.1940 21.6363 7.2614
H 8.8937 22.4517 6.3236
H 7.3198 20.6878 7.4547
H 8.4035 21.4140 8.6143
H 8.2789 18.9574 8.2974
H 9.5471 21.1017 4.7254
*
```